(1)
{
  "formula": "C30H50GeHfN4OS3Si3",
  "method": "the ωB97M-V functional and the def2-TZVPD basis",
  "s_squared": 0.755,
  "gap_ev": [7.14, 5.92],
  "total_charge": 3,
  "spin_multiplicity": 2,
  "homo_ha": [-0.5724, -0.5863],
  "symbols": ["Hf", "O", "C", "C", "C", "C", "C", "C", "C", "C", "N", "H", "H", "H", "H", "H", "H", "H", "H", "H", "H", "H", "C", "C", "N", "C", "C", "S", "C", "C", "S", "C", "N", "C", "H", "H", "H", "H", "H", "H", "H", "H", "S", "C", "C", "C", "C", "C", "N", "H", "H", "H", "H", "C", "Si", "C", "C", "Ge", "Si", "C", "C", "C", "Si", "C", "C", "C", "H", "H", "H", "H", "H", "H", "H", "H", "H", "H", "H", "H", "H", "H", "H", "H", "H", "H", "H", "H", "H", "H", "H", "H", "H", "H", "H"],
  "coordinates": [[0.132884, -1.126085, 0.333401], [-1.853073, -1.049086, -0.773790], [-2.680453, -1.966283, -1.568776], [-3.212872, -3.071848, -0.688553], [-2.100078, -3.730515, 0.138862], [-0.920407, -4.102282, -0.709022], [-0.863147, -5.352174, -1.305314], [0.156997, -5.657114, -2.189856], [1.100572, -4.680318, -2.468620], [1.000675, -3.466601, -1.825998], [0.024709, -3.161523, -0.945291], [-2.425794, -0.358722, -0.394343], [-2.024033, -2.338860, -2.352971], [-3.472084, -1.378709, -2.028246], [-3.691937, -3.809039, -1.336426], [-3.984396, -2.692417, -0.016405], [-2.502421, -4.623910, 0.615874], [-1.797915, -3.058916, 0.949899], [-1.631467, -6.078202, -1.077906], [0.208160, -6.629889, -2.659152], [1.905670, -4.853151, -3.167006], [1.734295, -2.700482, -2.023260], [2.496032, 0.099425, -2.319635], [3.073185, -0.669433, -1.193140], [2.365698, -1.253914, -0.233108], [3.179797, -2.031220, 0.581101], [4.494476, -1.991844, 0.252733], [4.737537, -0.976880, -1.095342], [2.562028, -2.818697, 1.639041], [3.215910, -3.583069, 2.547570], [2.099387, -4.334603, 3.583753], [0.801846, -3.602214, 2.754143], [1.179306, -2.824590, 1.752878], [-0.585005, -3.930220, 3.190728], [1.544154, -0.333629, -2.609916], [3.161557, 0.078588, -3.181692], [2.332107, 1.138644, -2.044316], [5.313923, -2.511832, 0.717273], [4.275899, -3.733033, 2.653650], [-0.566383, -4.378254, 4.182680], [-1.026675, -4.662121, 2.514782], [-1.219001, -3.048142, 3.222902], [-1.467021, -0.614075, 2.201887], [-0.007538, -0.077646, 3.013762], [0.093604, 0.288732, 4.345753], [1.347450, 0.620418, 4.833891], [2.448019, 0.595259, 3.981479], [2.257442, 0.243060, 2.663919], [1.051344, -0.097446, 2.184634], [-0.783850, 0.297685, 4.975733], [1.467049, 0.899832, 5.872032], [3.433228, 0.861052, 4.334785], [3.077880, 0.237372, 1.958623], [-1.772886, 3.414302, 2.086653], [-2.213630, 2.921417, 0.345569], [-2.635506, 4.407566, -0.683782], [-3.614540, 1.668878, 0.412313], [-0.156727, 1.579544, -0.491046], [1.369395, 3.393748, 0.271597], [0.749381, 5.080359, -0.220158], [1.637500, 3.337415, 2.127262], [3.027964, 3.101572, -0.567099], [-1.157367, 1.808609, -2.806379], [-0.445787, 3.419908, -3.423184], [-3.023094, 1.772448, -2.971783], [-0.590127, 0.404086, -3.927207], [-2.694006, 3.804382, 2.531806], [-1.025464, 4.202561, 2.143798], [-1.452174, 2.568840, 2.693645], [-3.439431, 4.913831, -0.139087], [-3.012317, 4.184771, -1.676392], [-1.814431, 5.118242, -0.775148], [-4.523329, 2.235825, 0.638216], [-3.485129, 0.964420, 1.232824], [-3.817746, 1.147081, -0.522896], [-0.067037, 5.433592, 0.407984], [0.454792, 5.157277, -1.266148], [1.585478, 5.768408, -0.066102], [0.912234, 2.748253, 2.682634], [1.591931, 4.358774, 2.510351], [2.634572, 2.961535, 2.349718], [3.002854, 3.239178, -1.648052], [3.463804, 2.127943, -0.336191], [3.710814, 3.857960, -0.170789], [-0.822078, 4.286684, -2.881642], [-0.730282, 3.535699, -4.471994], [0.643987, 3.431435, -3.379698], [-3.573944, 2.540332, -2.440322], [-3.459598, 0.805595, -2.726611], [-3.206840, 1.925342, -4.038983], [0.421992, 0.536724, -4.301840], [-1.248899, 0.429031, -4.797941], [-0.681597, -0.594650, -3.493581]],
  "forces_ev_per_angstrom": [[-0.474, -0.633, 0.262], [0.043, 0.164, 0.165], [0.087, -0.100, 0.019], [0.014, 0.005, -0.045], [-0.036, 0.013, 0.047], [0.004, 0.014, -0.005], [0.011, 0.012, -0.022], [-0.011, 0.034, 0.019], [-0.017, 0.017, 0.015], [0.008, -0.016, -0.026], [0.090, 0.159, -0.082], [0.109, 0.004, -0.075], [-0.049, 0.017, 0.006], [-0.004, -0.007, 0.000], [-0.010, -0.013, 0.001], [-0.012, -0.001, 0.005], [0.015, 0.025, 0.041], [-0.021, -0.043, -0.049], [-0.020, -0.015, 0.010], [0.000, -0.023, -0.011], [0.023, -0.004, -0.019], [0.003, -0.005, 0.003], [0.019, 0.102, -0.104], [0.111, -0.044, 0.137], [0.156, 0.032, -0.068], [0.018, -0.015, -0.028], [-0.030, 0.106, 0.024], [-0.138, -0.120, -0.034], [0.044, -0.095, 0.058], [-0.051, 0.031, -0.002], [-0.050, 0.060, -0.108], [0.010, -0.064, 0.051], [-0.034, 0.147, -0.017], [-0.013, -0.018, 0.037], [-0.126, -0.027, -0.084], [-0.005, 0.015, -0.009], [-0.036, 0.090, 0.013], [0.059, -0.018, 0.044], [0.076, -0.007, 0.012], [-0.011, 0.001, 0.002], [-0.005, -0.018, -0.009], [-0.004, 0.023, -0.013], [-0.044, -0.018, -0.103], [0.155, -0.001, -0.039], [0.013, 0.005, -0.032], [0.026, -0.009, -0.041], [-0.063, -0.022, 0.039], [0.006, -0.042, -0.060], [0.130, 0.076, 0.135], [-0.033, -0.009, 0.017], [0.006, 0.007, 0.018], [0.028, 0.008, -0.004], [0.029, -0.012, -0.015], [-0.033, -0.044, -0.066], [-0.088, 0.011, 0.016], [0.079, 0.057, 0.029], [0.071, 0.084, -0.006], [-0.016, 0.317, -0.141], [0.096, -0.026, -0.011], [0.028, -0.023, -0.030], [-0.025, 0.019, -0.066], [-0.113, 0.007, 0.036], [-0.088, -0.041, -0.136], [-0.002, -0.030, 0.097], [0.072, 0.017, 0.059], [0.038, 0.014, 0.171], [-0.039, 0.014, 0.011], [0.019, 0.001, -0.003], [0.024, -0.045, 0.033], [-0.032, 0.025, 0.022], [0.015, 0.063, 0.002], [-0.090, -0.075, 0.031], [-0.039, 0.041, -0.024], [0.032, -0.028, -0.006], [-0.007, -0.002, -0.042], [0.004, 0.000, 0.004], [0.031, 0.011, 0.017], [0.031, 0.025, 0.000], [-0.040, -0.024, 0.021], [-0.021, 0.044, 0.009], [0.051, -0.018, 0.002], [-0.016, -0.009, -0.052], [0.003, -0.033, 0.021], [0.019, 0.035, 0.019], [-0.016, -0.019, -0.012], [-0.019, -0.012, -0.052], [0.048, 0.009, 0.007], [-0.044, -0.063, -0.001], [0.000, -0.102, 0.008], [-0.002, 0.024, -0.048], [0.104, 0.009, 0.007], [-0.036, 0.004, -0.045], [0.007, -0.005, 0.041]],
  "mulliken_charge": [-0.049, 0.767, -0.817, -1.084, -0.334, 0.781, -0.755, -0.684, -1.015, -0.332, 0.894, -0.681, 0.426, 0.602, 0.488, 0.404, 0.752, -0.939, 0.616, 0.494, 0.549, 0.227, -0.347, -0.101, 1.949, -0.492, -0.631, -0.136, -0.198, -0.745, -0.142, 0.224, 0.783, -1.169, -0.520, 0.740, -0.429, 0.535, 0.495, 0.582, 0.231, 0.194, -0.695, 0.618, -0.987, -0.581, -0.884, -0.434, 1.002, 0.619, 0.519, 0.567, 0.362, -0.844, 0.063, -1.089, -1.029, 0.531, 0.631, -1.199, -0.970, -1.230, 0.769, -1.224, -1.162, -1.165, 0.514, 0.257, 0.140, 0.464, 0.346, 0.293, 0.579, 0.406, 0.133, 0.354, 0.344, 0.479, 0.038, 0.565, 0.442, 0.357, 0.247, 0.513, 0.290, 0.500, 0.332, 0.345, 0.204, 0.484, 0.465, 0.487, 0.102]
}

(2)
{
  "formula": "CH2ClFO2",
  "method": "the ωB97M-V functional and the def2-TZVPD basis",
  "smiles": "FOCOCl",
  "gap_ev": 10.48,
  "total_charge": 0,
  "spin_multiplicity": 1,
  "homo_ha": -0.3883,
  "symbols": ["F", "O", "C", "O", "Cl", "H", "H"],
  "coordinates": [[1.285544, -1.667322, 0.257366], [0.710604, -0.831970, -0.693213], [0.279648, 0.253725, -0.067671], [-1.083710, 0.237021, 0.656572], [-2.566648, 0.367366, -0.182479], [0.363308, 1.147806, -0.707517], [1.011256, 0.493375, 0.736944]],
  "forces_ev_per_angstrom": [[0.306, -0.684, 0.782], [-0.595, -0.628, -1.921], [-1.186, 2.710, 2.237], [1.890, -0.302, -0.597], [1.225, -0.065, -0.162], [-0.629, -0.734, -0.465], [-1.011, -0.297, 0.128]],
  "mulliken_charge": [-0.116, -0.079, -0.092, -0.288, 0.004, 0.301, 0.270]
}